{
  "formula": "C17H50N12O13PZn2",
  "method": "ωB97M-V/def2-TZVPD",
  "elements": ["Zn", "Zn", "P", "O", "O", "O", "O", "C", "O", "N", "N", "H", "H", "H", "H", "C", "O", "N", "N", "H", "H", "H", "H", "C", "O", "N", "N", "H", "H", "H", "H", "C", "O", "N", "N", "H", "H", "H", "H", "C", "O", "N", "N", "H", "H", "H", "H", "C", "O", "C", "C", "N", "C", "C", "O", "C", "H", "H", "H", "H", "H", "H", "H", "H", "H", "H", "H", "H", "H", "H", "H", "C", "O", "C", "C", "N", "C", "C", "O", "C", "H", "H", "H", "H", "H", "H", "H", "H", "H", "H", "H", "H", "H", "H", "H"],
  "positions_angstrom": [[-3.449993, 33.333960, -47.339943], [-5.176491, 32.321971, -39.677323], [-4.799530, 32.607246, -43.686652], [-4.916411, 33.858642, -44.552926], [-5.960028, 32.152268, -42.799504], [-3.766215, 32.644778, -42.486373], [-4.273856, 31.658954, -44.739836], [-9.756914, 28.562932, -44.482523], [-10.637725, 27.865373, -44.889861], [-9.626880, 28.979346, -43.220518], [-8.658258, 28.642727, -45.183971], [-10.100752, 28.670309, -42.383839], [-8.887239, 29.651479, -43.074691], [-8.793102, 28.410212, -46.157553], [-7.989050, 29.264479, -44.753064], [-1.128860, 33.231125, -36.771676], [-1.922793, 32.393049, -37.285749], [-0.471535, 34.148681, -37.384851], [-0.877891, 33.257405, -35.472365], [-0.239073, 34.976112, -36.854359], [-0.583385, 34.108027, -38.387819], [-1.166451, 32.402942, -35.017697], [-0.066740, 33.840467, -35.323471], [-10.019271, 36.518473, -43.969200], [-11.160265, 37.038773, -44.092766], [-9.797037, 35.309762, -43.562002], [-8.901732, 37.103282, -44.406374], [-8.828878, 35.073394, -43.726015], [-10.434044, 34.952426, -42.864414], [-8.080891, 36.528821, -44.534047], [-8.840550, 37.974370, -44.913880], [0.554762, 28.476475, -43.866942], [1.433922, 27.611950, -43.896848], [-0.089129, 28.708037, -44.989282], [-0.108217, 29.013515, -42.847344], [0.073896, 28.243342, -45.871093], [-1.041646, 29.016105, -44.855434], [0.132591, 28.858019, -41.878872], [-0.858692, 29.657603, -43.052340], [0.928368, 34.801048, -44.529461], [0.124921, 34.343568, -45.336284], [0.667084, 34.783240, -43.235276], [2.138721, 35.074274, -44.689259], [-0.160666, 34.230549, -43.063606], [1.212393, 35.377852, -42.627664], [2.829047, 35.400377, -44.028037], [2.334663, 35.258948, -45.662707], [-4.720283, 36.671673, -49.495688], [-3.762099, 35.644938, -49.477861], [-2.682308, 35.788527, -50.398046], [-1.907869, 34.515229, -50.511284], [-2.590153, 33.209467, -50.206844], [-3.547498, 32.782263, -51.280528], [-4.973088, 33.242530, -51.042484], [-5.234379, 33.221707, -49.588248], [-6.585664, 33.257419, -49.326159], [-5.430952, 36.563531, -48.676324], [-5.244818, 36.825086, -50.438786], [-3.996143, 37.475019, -49.360229], [-2.017599, 36.578974, -50.049562], [-2.895704, 36.101759, -51.420034], [-1.081578, 34.493667, -49.800738], [-1.485343, 34.423275, -51.511843], [-1.909439, 32.487092, -50.393638], [-3.580866, 31.695510, -51.203362], [-3.307670, 33.015571, -52.317902], [-5.652732, 32.635914, -51.640978], [-5.158377, 34.294631, -51.258913], [-6.989948, 34.101723, -49.884543], [-6.795332, 33.359137, -48.261367], [-7.137082, 32.432280, -49.776933], [-5.526923, 29.020566, -39.831144], [-5.847614, 30.163926, -38.987108], [-6.660740, 29.743509, -37.971298], [-6.882379, 30.969189, -37.002961], [-7.211720, 32.152301, -37.839139], [-7.055689, 33.277037, -37.017939], [-6.970689, 34.429835, -37.939938], [-5.829587, 34.311119, -38.652087], [-5.693308, 35.384959, -39.612331], [-4.788796, 28.297764, -39.483517], [-5.296383, 29.270856, -40.866664], [-6.391968, 28.364959, -39.930948], [-6.448355, 28.877462, -37.344431], [-7.656009, 29.397239, -38.249927], [-6.130508, 31.161987, -36.237702], [-7.751400, 30.807567, -36.365154], [-8.211310, 32.109814, -37.977396], [-6.207133, 33.218428, -36.336304], [-7.988889, 33.459731, -36.485159], [-6.936307, 35.313234, -37.302343], [-7.847003, 34.425534, -38.588142], [-4.634693, 35.642979, -39.583170], [-6.230435, 36.306490, -39.387920], [-6.026818, 35.019118, -40.583426]],
  "forces_ev_per_a": [[-0.40, -0.42, -0.03], [-0.83, -0.05, -0.51], [-0.92, 1.44, 3.28], [-0.18, 0.00, 0.46], [-0.97, -0.15, -1.09], [0.98, 0.63, 0.85], [0.73, -1.54, -2.36], [-1.01, -2.96, 0.95], [-3.00, -0.76, -0.54], [0.74, 2.15, 2.41], [2.56, 1.54, -1.13], [-0.39, -0.11, -0.88], [-0.19, -0.12, 0.43], [0.66, 0.47, 0.10], [0.71, -0.12, -1.33], [-3.73, -4.15, 0.14], [1.27, 1.34, 0.28], [1.45, 2.53, -3.26], [-0.20, -0.09, 1.31], [0.19, 0.07, -0.82], [0.20, 0.81, 0.12], [0.56, 0.44, 0.66], [0.02, -0.95, 1.46], [-4.49, 3.78, -2.35], [2.17, -0.69, 0.98], [0.57, -2.81, 1.25], [2.58, 1.35, -0.95], [-0.42, -1.23, 1.08], [0.47, -0.50, -0.33], [-0.01, 0.26, 0.13], [-0.77, -0.24, 0.18], [1.17, -4.14, -0.79], [0.64, 1.20, 1.53], [-2.64, 1.90, -3.25], [-0.35, 1.17, 2.57], [0.50, -0.13, 0.65], [0.13, 0.11, -0.62], [0.17, -0.01, -0.45], [0.32, -0.03, 0.35], [-4.58, -2.88, 1.34], [0.07, 0.55, -1.00], [-1.90, -0.05, 2.41], [6.92, 2.53, -4.39], [-0.01, 0.62, 1.04], [-0.75, -0.57, 0.40], [-0.58, -0.22, 0.02], [0.72, -0.01, 0.05], [1.54, 1.06, 0.04], [0.14, -2.13, -0.78], [-0.46, 0.44, 0.37], [0.96, -2.06, 0.72], [-0.72, 0.51, -1.59], [-1.10, -0.20, 1.23], [0.20, 1.09, 1.96], [1.36, -1.49, -0.98], [-1.39, 0.59, -0.78], [0.28, -0.08, -0.03], [-0.01, -0.37, -0.21], [-1.18, 1.45, 0.31], [0.21, 0.14, 0.25], [-1.21, 0.08, -0.01], [0.16, 0.31, -0.04], [0.16, 0.32, -0.12], [0.82, 0.18, 0.78], [0.08, -0.10, -0.08], [0.58, 0.31, -0.01], [-0.25, -0.20, 0.36], [0.22, 0.10, -0.62], [-0.42, 0.61, 0.34], [0.15, -0.10, -0.09], [0.08, -0.60, 0.37], [-0.51, -1.03, -1.01], [1.82, -1.24, -1.93], [-2.34, 1.36, 3.72], [-1.09, -1.25, -0.99], [1.29, -2.44, 0.28], [-0.94, 1.97, 0.63], [-1.39, 0.61, 1.84], [2.24, 0.21, -2.09], [0.96, 0.03, -0.47], [0.54, 0.80, 0.71], [0.21, 0.79, 0.29], [-0.55, 0.38, 0.16], [1.67, -0.11, -0.22], [-0.29, 0.55, -1.16], [0.72, 0.07, -0.79], [-0.23, -0.62, -0.01], [-0.06, -0.37, -0.88], [-0.02, 0.04, -0.13], [0.14, -0.07, 0.86], [-0.11, 0.51, -0.35], [-0.22, 0.29, -0.09], [-0.04, -0.09, -0.49], [-0.32, -0.36, 0.53], [0.21, 0.14, -0.14]],
  "mulliken_charge": [0.921, 1.029, 0.784, -0.619, -0.629, -0.549, -0.500, 0.644, -0.630, -0.328, -0.375, 0.187, 0.127, 0.227, 0.152, 0.639, -0.674, -0.424, -0.438, 0.214, 0.235, 0.260, 0.203, 0.617, -0.665, -0.315, -0.369, 0.158, 0.225, 0.129, 0.222, 0.668, -0.657, -0.372, -0.346, 0.223, 0.140, 0.186, 0.165, 0.634, -0.661, -0.411, -0.375, 0.215, 0.177, 0.185, 0.241, -0.926, -0.093, -0.551, -0.923, -0.155, -0.919, -0.707, -0.085, -0.905, 0.221, 0.295, 0.420, 0.431, 0.412, 0.371, 0.368, 0.290, 0.443, 0.365, 0.544, 0.252, 0.325, 0.294, 0.302, -0.806, -0.230, -0.731, -0.779, -0.218, -0.732, -0.685, -0.109, -0.935, 0.334, 0.278, 0.338, 0.494, 0.463, 0.452, 0.457, 0.177, 0.422, 0.386, 0.435, 0.428, 0.264, 0.404, 0.353],
  "charge": 1,
  "e_above_lowest_ev": 22.620
}

=====

{
  "formula": "C4H9NO2",
  "method": "ωB97M-V/def2-TZVPD",
  "elements": ["N", "C", "O", "C", "C", "C", "O", "H", "H", "H", "H", "H", "H", "H", "H", "H"],
  "positions_angstrom": [[-1.904935, 0.386228, 0.957506], [-1.428354, 1.434850, 0.230353], [-1.894804, 2.558245, 0.291715], [-0.266524, 1.080650, -0.685317], [0.777684, 0.169875, -0.116728], [0.745009, -1.152221, -0.272370], [-0.402455, -1.770345, -0.696256], [-2.763495, 0.525469, 1.466170], [-1.612696, -0.554777, 0.739122], [-0.683486, 0.607315, -1.582477], [0.197749, 2.020579, -0.992008], [1.589426, 0.631721, 0.429421], [1.594060, -1.810211, -0.120452], [-0.222699, -2.699975, -0.870499], [3.201640, -0.404219, 0.357468], [3.113844, -0.968758, 0.828990]],
  "forces_ev_per_a": [[-0.13, 0.02, 0.00], [-0.14, 0.13, 0.01], [0.11, -0.32, 0.04], [-0.07, 0.11, -0.07], [-0.02, -0.19, -0.06], [0.13, 0.25, 0.09], [-0.03, -0.15, -0.33], [0.08, 0.00, -0.04], [-0.06, 0.14, 0.04], [-0.08, 0.12, 0.11], [-0.13, -0.09, 0.05], [0.04, -0.14, -0.33], [-0.23, 0.09, 0.36], [-0.05, 0.10, -0.05], [0.29, -0.12, 0.08], [0.30, 0.04, 0.10]],
  "mulliken_charge": [-0.302, 0.515, -0.633, -0.754, -0.133, 0.006, -0.500, 0.236, 0.183, 0.306, 0.280, 0.260, 0.177, 0.342, -0.037, 0.054],
  "e_above_lowest_ev": 2.212,
  "smiles": "NC(=O)C/C=C\\O.[H][H]"
}

=====

Short version: calculated total energy = -169048.0474; -9877.8482 eV, in the order given.
Short version: max |F| = 8.58; 0.44 eV/Å, in the order given.